Here is one molecule with the formula C24H25N3O5S in a non-equilibrium geometry from OMol25. Energies are from ωB97M-V/def2-TZVPD.

Element x y z (Å)
C 0.248 2.274 1.864
C 1.494 1.414 2.055
O 2.697 2.111 1.799
C 3.068 2.346 0.513
C 2.393 1.914 -0.607
C 2.864 2.202 -1.896
C 4.037 2.928 -2.041
C 4.731 3.363 -0.923
C 4.267 3.087 0.354
O 4.872 3.472 1.507
C 6.064 4.213 1.427
H 5.913 5.166 0.910
H 6.358 4.406 2.458
H 6.857 3.649 0.925
H 5.641 3.926 -1.061
H 4.414 3.161 -3.026
C 2.101 1.753 -3.038
N 1.021 1.107 -2.850
N 0.263 0.685 -3.866
C -0.951 0.084 -3.651
O -1.690 -0.162 -4.581
C -1.261 -0.211 -2.228
C -0.351 -0.852 -1.395
C -0.679 -1.141 -0.085
C -1.921 -0.778 0.438
C -2.824 -0.114 -0.397
C -2.505 0.141 -1.714
H -3.216 0.638 -2.356
H -3.778 0.188 0.000
N -2.272 -1.042 1.764
S -3.812 -1.710 2.054
O -4.821 -0.834 1.548
O -3.853 -2.049 3.444
C -3.736 -3.199 1.065
C -3.204 -4.340 1.634
C -3.043 -5.472 0.852
C -3.405 -5.442 -0.486
C -3.940 -4.292 -1.044
C -4.109 -3.159 -0.265
H -4.532 -2.254 -0.667
H -4.225 -4.274 -2.085
H -3.274 -6.323 -1.097
H -2.635 -6.373 1.284
H -2.945 -4.329 2.681
C -1.257 -1.516 2.677
H -0.432 -0.806 2.707
H -0.880 -2.508 2.406
H -1.721 -1.572 3.659
H 0.043 -1.660 0.526
H 0.614 -1.148 -1.776
H 0.511 0.907 -4.835
H 2.478 1.997 -4.038
H 1.481 1.346 -0.540
H 1.580 1.114 3.104
H 1.437 0.510 1.434
H 0.303 3.148 2.508
H 0.160 2.609 0.834
H -0.640 1.701 2.119

Spin multiplicity = 1
SMILES string = CCOc1cc(/C=N/NC(=O)c2ccc(N(C)S(=O)(=O)c3ccccc3)cc2)ccc1OC
HOMO-LUMO gap = 8.4 eV
E_HOMO = -7.91 eV
Energy = -50835.1639 eV
Energy relative to the best compared isomer or geometry (same formula, charge and spin) = 4.358 eV
LUMO level = 0.47 eV



Here is a 2-piece molecular cluster, C3H10N overall in a non-equilibrium geometry from OMol25. Energies are from ωB97M-V/def2-TZVPD.

Element x y z (Å)
N -0.384 1.007 -1.578
H -0.758 1.863 -1.165
H 0.613 0.856 -1.421
H -0.506 1.019 -2.595
H -0.912 0.217 -1.182
C 0.656 0.403 1.433
C -0.192 -0.739 0.977
C -0.054 -1.598 -0.036
H 0.530 0.471 2.512
H 0.290 1.348 1.040
H 1.719 0.360 1.185
H -1.001 -1.088 1.612
H -0.861 -2.298 -0.196
H 0.859 -1.822 -0.585

Net charge = +1
Spin multiplicity = 1
HOMO-LUMO gap = 9.9 eV
E_HOMO = -14.01 eV
Energy = -4755.4914 eV
Energy relative to the best compared isomer or geometry (same formula, charge and spin) = 1.374 eV
LUMO level = -4.07 eV



Here is C4H7NO2 as an isolated structure in a non-equilibrium geometry from OMol25. Energies are from ωB97M-V/def2-TZVPD.

Element x y z (Å)
C 2.150 -1.868 -0.295
C 1.293 -1.055 -0.076
C -2.315 -0.446 0.252
C 1.019 1.670 -0.318
N 0.293 -0.433 0.572
O -1.194 -0.838 -0.403
O 0.333 0.897 0.739
H 2.978 -2.569 -0.435
H -2.805 -1.201 1.025
H -3.055 -0.236 -0.511
H -2.115 0.427 0.901
H 2.117 1.685 -0.184
H 0.629 2.777 -0.020
H 0.671 1.191 -1.248

Spin multiplicity = 1
HOMO-LUMO gap (spin up / spin down) = 8.8 / 8.8 eV
E_HOMO (spin up / spin down) = -8.98 / -8.98 eV
Energy = -9838.7605 eV
Energy relative to the best compared isomer or geometry (same formula, charge and spin) = 8.519 eV
LUMO level (spin up / spin down) = -0.15 / -0.15 eV



Here is one molecule with the formula C6H12N2 in a non-equilibrium geometry from OMol25. Energies are from ωB97M-V/def2-TZVPD.

Element x y z (Å)
C -0.071 -1.097 -1.736
C -0.155 0.207 -0.992
C -0.655 1.967 0.498
C -0.236 0.992 1.546
C 0.136 -0.295 1.596
C 0.845 -1.355 0.729
H 0.769 -1.162 -2.501
H -0.906 -1.533 -2.421
H 0.783 0.126 -0.408
H -0.920 -0.127 -0.427
H 0.285 2.271 -1.463
H -1.680 2.068 0.551
H -0.305 2.926 0.877
H -0.448 1.635 2.379
H 0.453 -0.695 2.553
H 1.000 -2.126 1.427
H 1.810 -0.874 0.572
H 0.633 -3.019 -0.670
N -0.411 1.694 -0.931
N 0.317 -1.980 -0.544

Spin multiplicity = 1
SMILES string = C1=C\CNCCNC/1
HOMO-LUMO gap = 9.0 eV
E_HOMO = -8.10 eV
Energy = -9390.9889 eV
Energy relative to the best compared isomer or geometry (same formula, charge and spin) = 5.861 eV
LUMO level = 0.94 eV



Here is one molecule with the formula C2H4ClN2P in a non-equilibrium geometry from OMol25. Energies are from ωB97M-V/def2-TZVPD.

Element x y z (Å)
C 0.834 -0.083 -0.377
C -0.246 0.456 0.644
N 2.034 0.692 -0.180
N 0.483 1.379 1.484
P 2.104 1.600 1.074
Cl -0.396 2.297 2.706
H 0.970 -1.015 0.008
H 0.462 -0.068 -1.406
H -1.087 0.916 0.011
H -0.706 -0.245 1.309

Spin multiplicity = 1
SMILES string = ClN1CCN=P1
HOMO-LUMO gap = 9.1 eV
E_HOMO = -8.82 eV
Energy = -26928.3862 eV
Energy relative to the best compared isomer or geometry (same formula, charge and spin) = 2.111 eV
LUMO level = 0.24 eV



Here is C25H30AsBiBrClNO8S as an isolated structure in a non-equilibrium geometry from OMol25. Energies are from ωB97M-V/def2-TZVPD.

Element x y z (Å)
Bi -1.126 -0.281 0.126
O 1.159 -3.178 1.975
As 0.249 -1.877 2.785
O 0.978 -1.806 4.238
O 0.414 -0.608 1.627
C -1.569 -2.603 2.623
C -1.706 -3.942 2.267
C -2.952 -4.473 1.999
C -4.086 -3.676 2.070
C -3.974 -2.345 2.429
C -2.722 -1.810 2.710
S -2.634 -0.088 3.182
O -3.828 0.193 3.942
O -2.621 0.634 1.871
O -1.376 0.010 3.884
H 0.863 -3.212 1.044
H -0.819 -4.552 2.177
H -3.036 -5.510 1.699
H -5.061 -4.095 1.850
H -4.840 -1.699 2.513
C -3.097 4.193 -6.301
C -3.399 2.704 -6.538
C -2.859 2.317 -7.917
C -4.922 2.502 -6.561
C -2.760 1.875 -5.418
C -3.237 1.964 -4.118
C -2.617 1.273 -3.096
Br -3.415 1.410 -1.364
C -1.457 0.473 -3.244
O -0.825 -0.095 -2.273
C -1.026 0.325 -4.608
C -1.665 1.031 -5.620
C 0.121 -0.642 -4.927
C 0.417 -0.717 -6.427
C 1.413 -0.204 -4.217
C -0.273 -2.055 -4.460
H -3.566 4.815 -7.073
H -2.018 4.366 -6.322
H -3.467 4.513 -5.325
H -3.376 2.897 -8.688
H -3.023 1.256 -8.118
H -1.789 2.524 -8.000
H -5.372 3.100 -7.362
H -5.384 2.800 -5.619
H -5.161 1.450 -6.735
H -4.096 2.579 -3.875
H -1.291 0.915 -6.628
H 0.736 0.249 -6.832
H -0.453 -1.065 -6.992
H 1.230 -1.431 -6.587
H 1.737 0.774 -4.586
H 2.210 -0.931 -4.408
H 1.252 -0.138 -3.143
H -1.230 -2.343 -4.907
H -0.367 -2.101 -3.377
H 0.488 -2.780 -4.770
Cl -0.438 -2.818 -0.760
O -0.155 1.729 -0.033
N -0.189 2.580 1.034
C -1.276 3.428 1.165
C -1.483 4.111 2.324
C -0.619 3.950 3.431
C 0.442 3.018 3.286
C 0.638 2.350 2.119
H -1.924 3.482 0.304
H -2.344 4.767 2.382
H -0.803 4.455 4.369
H 1.101 2.789 4.114
H 1.391 1.592 1.970

Net charge = -2
Spin multiplicity = 2
HOMO-LUMO gap (spin up / spin down) = 3.6 / 6.7 eV
E_HOMO (spin up / spin down) = 0.26 / -2.82 eV
Energy = -204362.8651 eV
Energy relative to the best compared isomer or geometry (same formula, charge and spin) = 1.281 eV
LUMO level (spin up / spin down) = 3.86 / 3.86 eV
Expectation value of S² = 0.769



Here is C33H32BNO9PS3Tc as an isolated structure from OMol25. Energies are from ωB97M-V/def2-TZVPD.

Element x y z (Å)
Tc -0.102 -0.519 0.099
S -2.939 -0.883 -3.428
C -2.209 0.670 -3.554
C -1.306 0.916 -2.565
C -1.133 -0.169 -1.643
C -1.995 -1.200 -2.008
C -2.036 -2.373 -1.208
C -2.803 -3.519 -1.449
C -2.740 -4.572 -0.570
C -1.904 -4.472 0.548
C -1.166 -3.325 0.736
N -1.214 -2.286 -0.113
H -2.511 1.337 -4.347
H -0.815 1.874 -2.470
H -3.429 -3.557 -2.330
H -3.327 -5.464 -0.744
H -1.828 -5.271 1.271
H -0.515 -3.191 1.589
O -1.346 3.242 1.373
S -0.716 1.972 1.550
O 0.085 1.791 2.715
O 0.414 1.800 0.303
O -1.543 0.809 1.189
O 0.454 -1.325 2.178
S 1.900 -1.099 2.389
O 2.293 -1.053 3.770
O 2.352 0.011 1.570
C 2.692 -2.534 1.666
C 3.421 -3.365 2.499
C 4.156 -4.417 1.971
C 4.179 -4.617 0.600
C 3.443 -3.786 -0.230
C 2.663 -2.750 0.284
P 1.670 -1.702 -0.870
C 1.025 -2.920 -2.079
C 0.465 -2.404 -3.250
C -0.181 -3.229 -4.155
C -0.309 -4.584 -3.891
C 0.204 -5.102 -2.713
C 0.862 -4.276 -1.814
C 3.114 -0.982 -1.762
C 3.583 -1.464 -2.984
C 4.731 -0.940 -3.560
C 5.447 0.053 -2.909
C 4.996 0.525 -1.684
C 3.833 0.026 -1.120
H 3.427 -3.147 3.558
H 4.728 -5.061 2.627
H 4.778 -5.411 0.172
H 3.477 -3.943 -1.302
H 0.516 -1.339 -3.442
H -0.609 -2.802 -5.052
H -0.828 -5.229 -4.590
H 0.082 -6.152 -2.479
H 1.241 -4.699 -0.893
H 3.066 -2.266 -3.493
H 5.073 -1.326 -4.512
H 6.354 0.450 -3.349
H 5.548 1.294 -1.158
H 3.487 0.407 -0.172
C 0.399 4.925 -3.239
C 1.127 4.456 -1.989
C 1.559 5.652 -1.148
O 0.203 3.700 -1.187
B 0.908 2.671 -0.616
O 2.188 2.561 -1.105
C 2.283 3.433 -2.249
C 3.671 4.052 -2.273
C 2.077 2.570 -3.491
H -0.406 5.602 -2.954
H -0.034 4.090 -3.785
H 1.081 5.461 -3.902
H 0.671 6.221 -0.873
H 2.240 6.304 -1.696
H 2.045 5.325 -0.230
H 3.903 4.545 -1.332
H 3.754 4.779 -3.083
H 4.407 3.268 -2.443
H 1.110 2.070 -3.467
H 2.850 1.802 -3.516
H 2.144 3.163 -4.404

Net charge = -1
Spin multiplicity = 2
HOMO-LUMO gap (spin up / spin down) = 6.8 / 6.4 eV
E_HOMO (spin up / spin down) = -4.44 / -4.09 eV
Energy = -99335.6029 eV
Energy relative to the best compared isomer or geometry (same formula, charge and spin) = 0.623 eV
LUMO level (spin up / spin down) = 2.34 / 2.34 eV
Expectation value of S² = 0.758



Here is a 2-piece molecular cluster, C4H9NO2 overall in a non-equilibrium geometry from OMol25. Energies are from ωB97M-V/def2-TZVPD.

Element x y z (Å)
C -0.661 -1.247 -0.211
C 0.789 -1.000 -0.560
N 1.178 -0.400 0.652
C -0.036 1.608 0.470
C 0.622 2.449 -0.334
O -1.372 -1.755 -1.232
O -1.324 -1.486 0.938
H -0.888 -1.006 1.659
H -2.164 -2.217 -0.919
H 1.234 -1.023 1.459
H -0.707 0.712 0.469
H 1.210 -2.007 -0.679
H 0.965 -0.423 -1.465
H -0.688 2.050 1.223
H 0.529 3.528 -0.336
H 1.312 2.218 -1.136

Spin multiplicity = 1
HOMO-LUMO gap (spin up / spin down) = 7.4 / 6.0 eV
E_HOMO (spin up / spin down) = -7.24 / -6.48 eV
Energy = -9871.9715 eV
Energy relative to the best compared isomer or geometry (same formula, charge and spin) = 8.089 eV
LUMO level (spin up / spin down) = 0.12 / -0.50 eV